DFT (ωB97M-V/def2-TZVPD) results for a molecular structure, C6H10Br6O2S.

XYZ file:
```
25
C6H10Br6O2S, DFT ωB97M-V/def2-TZVPD
C 0.998 0.590 2.889
Br 1.487 0.181 4.822
Br 1.766 2.395 2.323
Br -1.023 0.665 2.536
H 1.350 -0.195 2.221
C 0.693 5.353 4.181
Br 0.998 7.296 4.532
Br -1.210 4.893 3.748
Br 1.346 4.326 5.772
H 1.260 5.061 3.298
C 0.073 -2.082 -3.559
C -1.432 -1.705 -3.403
C -1.495 -1.314 -1.936
S -0.373 -2.278 -0.881
O -1.052 -3.462 -0.211
O 0.378 -1.360 -0.049
C 0.594 -2.808 -2.357
H 0.650 -1.169 -3.700
H 0.341 -2.616 -4.471
H -2.027 -2.561 -3.720
H -1.758 -1.009 -4.176
H -2.445 -1.184 -1.418
H -0.980 -0.354 -1.932
H 0.194 -3.822 -2.340
H 1.668 -2.840 -2.168
```

Values from the calculation:
Relative energy (zero: lowest compared OMol25 entry of this formula, charge and spin) ... 0.328 eV
Total charge ... +1
Spin multiplicity ... 2
Gap between HOMO and LUMO (alpha / beta) ... 6.983 / 2.230 eV
F_max ... 4.21 eV/A